Entry 1:
This record from OMol25 describes C23H50AlCl16NO2PS as an isolated structure. The level of theory is wB97M-V/def2-TZVPD.

```
! wB97M-V def2-TZVPD RIJCOSX def2/J DEFGRID3
* xyz -1 1
Cl -5.5754 3.9925 -1.2288
Cl -3.5380 -1.5679 1.0324
Cl 6.6871 -7.1713 -7.5496
Cl -10.0351 0.8421 -8.5749
Cl 2.3361 -5.3289 0.4376
Cl 1.8282 -2.4284 8.2851
Cl -0.8539 3.5058 1.8389
Cl -8.0011 4.0621 -3.6089
Cl 3.5143 -4.0862 5.8560
Cl 4.5707 -6.3932 -1.8780
Cl 1.1254 0.3554 6.1359
Cl -0.2350 -2.2365 1.5755
Cl -8.0012 1.1189 -5.8521
Cl 1.3854 3.0855 4.2992
Cl 8.6807 -7.0932 -4.7865
Cl -2.0702 1.5961 6.2966
S 2.2380 -1.6482 -0.9791
P 0.5628 -1.0490 -1.8747
Al -0.0731 1.1101 -0.9911
O 6.4469 2.3899 -1.6275
O 4.3525 1.7108 -1.1022
N -3.6994 1.9290 -3.1503
C 3.5842 -2.7185 8.2180
C -0.9161 4.2573 3.4510
C -2.6995 1.2225 -2.3086
C 1.5643 2.1929 -0.5595
C -1.0371 1.0880 7.6565
C -1.4243 2.0369 -2.1746
C 6.9929 -6.5221 -4.9073
C -9.6537 1.7540 -6.0222
C 3.4645 1.9666 -2.2072
C 2.2981 2.7986 -1.7588
C -10.5287 0.8597 -6.8611
C 4.1001 -2.6957 6.8021
C 0.4730 4.5751 3.9443
C -1.3352 -1.3770 2.6668
C 0.4209 1.3726 7.4098
C 4.1014 -5.3239 0.5975
C -6.6475 5.3570 -1.6166
C 6.1745 -7.3616 -5.8497
C 5.6276 1.4929 -1.4934
C -8.0199 4.8984 -2.0344
C 5.9829 0.0542 -1.7265
C 4.7703 -5.0427 -0.7213
C -2.7440 -1.9110 2.5934
H 0.5811 2.4110 7.1271
H -1.2097 0.0289 7.8297
H 1.2356 3.0067 0.0739
H 7.0145 -5.4817 -5.2189
H -3.3519 -1.4418 3.3638
H -8.6780 5.7594 -2.1395
H 6.5704 -0.0352 -2.6281
H 0.4304 5.1520 4.8678
H 3.7983 -1.7880 6.2860
H 5.1135 -0.5840 -1.8006
H 3.7859 -3.6718 8.6988
H 4.3653 -4.1446 -1.1830
H -1.7198 2.9759 -1.7093
H 2.2328 1.6045 0.0573
H -11.5550 1.2213 -6.8316
H -0.8410 0.7724 0.3938
H 2.6766 3.7873 -1.5050
H -1.4320 3.5832 4.1297
H 6.2421 -8.4165 -5.5998
H 1.6471 2.9325 -2.6180
H -10.0681 1.8303 -5.0182
H 4.0187 2.5094 -2.9684
H 5.8411 -4.9119 -0.5736
H 5.1874 -2.7497 6.8102
H -1.3732 1.6451 8.5294
H 4.3547 -4.5316 1.3004
H 1.0257 5.1454 3.2023
H 4.4143 -6.2776 1.0158
H -9.5864 2.7528 -6.4451
H 0.7107 -0.9279 -3.2783
H -2.7620 -2.9882 2.7401
H -4.1390 2.6385 -2.5810
H 6.5648 -6.5768 -3.9091
H -0.9558 -1.5103 3.6783
H -1.2897 -0.3192 2.4119
H -6.7275 5.9663 -0.7177
H -0.4694 -1.9820 -1.6421
H -1.0862 2.2344 -3.1895
H -6.1713 5.9466 -2.3954
H -10.5074 -0.1644 -6.4993
H 4.0605 -1.9274 8.7945
H -8.4476 4.2186 -1.3026
H 5.1322 -7.0541 -5.7951
H -2.5084 0.2601 -2.7700
H -4.4208 1.2930 -3.4613
H -1.4957 5.1759 3.3614
H -3.1064 1.0750 -1.3101
H 0.9823 1.1664 8.3206
H 6.5995 -0.3054 -0.9139
H 3.1223 1.0280 -2.6397
*
```

Computed properties:
* F_max: 1.54 eV/A
* energy above the lowest of the compared OMol25 structures with the same formula, charge and spin: 8.4 kcal per mole
* frontier orbital gap: 6.12 eV

---

Entry 2:
This record from OMol25 describes C7H11NO as an isolated structure. The level of theory is wB97M-V/def2-TZVPD.

```
! wB97M-V def2-TZVPD RIJCOSX def2/J DEFGRID3
* xyz 0 1
O 1.3663 -1.8629 0.3584
N -0.6099 -0.4852 -2.0760
C 0.7984 -0.8247 0.0149
C 1.3843 0.5334 0.2126
C -1.4606 -1.9136 -0.3565
C -0.9139 0.9456 1.5923
C 0.3025 0.4287 1.5367
C 1.0861 1.6958 -0.6892
C -0.4541 -0.9653 -0.9282
H -1.0327 -2.9166 -0.3695
H -2.3598 -1.8967 -0.9639
H 0.0233 1.8229 -0.8781
H 0.7909 0.0686 2.4325
H 1.6038 1.5720 -1.6451
H -1.6749 -1.6619 0.6805
H 0.1501 0.0798 -2.4450
H 2.4330 0.4551 0.5055
H -1.4095 1.0998 2.5398
H -1.4780 1.2111 0.7111
H 1.4547 2.6141 -0.2326
*
```

Computed properties:
* F_max: 3.81 eV/A
* energy above the lowest of the compared OMol25 structures with the same formula, charge and spin: 62.5 kcal per mole
* frontier orbital gap: 9.34 eV

---

Entry 3:
This record from OMol25 describes C42H33N4O4PV as an isolated structure. The level of theory is wB97M-V/def2-TZVPD.

```
! wB97M-V def2-TZVPD RIJCOSX def2/J DEFGRID3
* xyz 0 2
V -0.3570 0.7343 1.5820
P 0.6944 -0.9738 -1.3322
O -5.3024 -4.0082 2.4423
O -1.7755 1.2920 2.7677
O -5.6309 -3.9390 0.1937
O -2.2129 -0.1445 4.4460
N 0.6057 2.5255 2.2060
N 1.7041 2.8315 -0.3280
N -2.2228 -0.3757 0.9578
N 0.6769 0.1153 3.2527
C -0.0142 0.3813 -2.3480
C 1.1166 0.8864 5.4560
C 0.6937 -2.1914 2.5694
C 3.3042 -1.8090 -1.5161
C 0.6167 4.9087 2.3572
C 4.4160 -2.4267 -2.0744
C 1.3491 -0.4147 5.8529
C 0.8950 -1.1568 3.6293
C -1.5518 2.2686 -2.2141
C 2.0428 -2.2604 -3.5046
C 3.1526 -2.8682 -4.0680
C -0.7106 -3.2661 -0.6249
C 0.5358 3.6087 4.3446
C -2.2472 -3.3721 -2.9307
C 0.8301 4.9318 -1.9216
C 4.3432 -2.9480 -3.3559
C 0.6745 3.7356 1.6253
C 1.6703 3.9616 -2.4270
C -0.5507 -2.2823 -1.5974
C -0.4636 1.7423 -4.2918
C 0.7737 1.1232 4.1318
C 2.1101 -1.7007 -2.2270
C -3.6401 -1.7600 2.3196
C -1.6391 -4.2833 -0.7953
C 3.0388 1.8794 -2.1085
C 0.5064 4.8422 3.7358
C -2.4143 -4.3336 -1.9421
C 0.2106 0.6857 -3.6875
C -5.1047 -3.6054 1.2778
C 0.6056 2.4678 3.5528
C -1.3231 -2.3533 -2.7585
C -0.8648 1.2212 -1.6322
C -2.7298 -0.7463 2.1647
C -3.7466 -1.9035 -0.0520
C -4.1477 -2.3927 1.1788
C 0.9246 3.7955 0.1636
C 0.4468 4.8571 -0.5912
C 1.2460 -1.4471 4.9334
C -2.2374 0.1444 3.2715
C 2.0892 2.9195 -1.6014
C -2.7687 -0.9273 -0.1243
C -1.3579 2.5199 -3.5687
H 1.1095 -2.2569 -4.0518
H -0.9824 0.9743 -0.5768
H -1.2267 -1.5839 -3.5159
H 1.9994 3.9919 -3.4579
H -0.2918 1.9534 -5.3404
H -1.8916 3.3295 -4.0509
H -2.2306 2.8687 -1.6223
H 0.9790 -3.1841 2.9130
H 1.4129 -2.4767 5.2187
H 1.6144 -0.6290 6.8802
H 3.0858 -3.2989 -5.0594
H 2.7241 1.4927 -3.0788
H 3.1070 1.0583 -1.4000
H 3.3671 -1.4101 -0.5098
H 0.4374 5.7465 4.3258
H -1.7767 -5.0259 -0.0199
H -3.1670 -5.1026 -2.0571
H -2.3975 -0.5802 -1.0757
H -0.1254 -3.2272 0.2874
H 0.4934 3.5177 5.4197
H -0.3620 -2.2246 2.2821
H -4.1964 -2.3354 -0.9361
H 0.4722 5.7358 -2.5522
H -3.9764 -2.0872 3.2944
H 5.3337 -2.5026 -1.5047
H 5.2054 -3.4326 -3.7969
H 0.8940 0.0933 -4.2787
H 1.2038 1.7005 6.1602
H 1.2798 -1.9579 1.6751
H 0.6916 5.8606 1.8517
H -2.8650 -3.3988 -3.8199
H -0.2154 5.5923 -0.1553
H 4.0348 2.3100 -2.2369
*
```

Computed properties:
* F_max: 1.22 eV/A
* energy above the lowest of the compared OMol25 structures with the same formula, charge and spin: 22.4 kcal per mole
* frontier orbital gap (spin up / spin down): 6.47 / 6.29 eV

---

Entry 4:
This record from OMol25 describes a 2-piece molecular cluster, C11H29NO6P2SSi overall. The level of theory is wB97M-V/def2-TZVPD.

```
! wB97M-V def2-TZVPD RIJCOSX def2/J DEFGRID3
* xyz 0 1
S -3.8026 4.5498 2.5177
P -2.2562 5.2803 1.5275
P -0.2212 -3.9845 -1.5327
Si -0.7454 3.6196 1.2854
O 3.5517 5.3926 2.5367
O 1.6531 5.3430 1.3656
O 0.9816 -3.5665 -2.5487
O -0.1722 -5.4688 -1.4495
O 0.4854 -3.5735 -0.1062
O -0.9716 -2.5341 -1.6214
N -1.6675 1.1060 2.0545
C -1.9079 -2.0324 0.6283
C 0.5875 -4.5166 0.9596
C 0.8530 -3.8446 -3.9448
C 2.7153 4.7294 1.9804
C 2.8268 3.2114 2.0149
C -2.1755 -2.2936 -0.8429
C -1.7994 2.0655 0.9218
C 1.4887 4.9506 -0.0040
C 0.3949 3.8747 -0.2072
C 1.9249 -5.2317 0.9456
C -0.1390 -2.9203 -4.6290
H -1.7217 6.3891 2.2143
H 0.0917 -1.8784 -4.4090
H -1.1562 -3.1078 -4.2788
H -2.8412 2.3584 0.8051
H 2.1980 -5.5628 -0.0552
H -2.6650 5.6192 0.2151
H -1.4870 1.6173 -0.0233
H -0.1191 -3.0691 -5.7094
H -2.7591 -1.5244 1.0808
H 0.8249 2.9063 -0.4744
H 2.6357 2.7693 1.0405
H -1.0205 -1.4212 0.7675
H -0.6893 1.1497 2.3210
H 0.5741 -4.8928 -4.0885
H 3.8124 2.9570 2.3814
H -0.0467 3.5026 2.5724
H 1.8423 -3.7038 -4.3794
H -1.7658 -2.9650 1.1745
H -0.2006 4.1866 -1.0677
H -2.6345 -1.4098 -1.2847
H 2.1039 2.8593 2.7498
H 1.9050 -6.0984 1.6080
H -0.2372 -5.2282 0.9250
H -2.8710 -3.1250 -0.9744
H 2.4293 4.6827 -0.4833
H 1.1330 5.8425 -0.5151
H 2.7167 -4.5607 1.2841
H 0.4821 -3.9599 1.8939
H -2.1388 1.5111 2.8583
*
```

Computed properties:
* SMILES: CC(=O)OCC[Si@H](CN)[PH2]=S.CCOP(=O)(OCC)OCC
* F_max: 6.72 eV/A
* frontier orbital gap: 8.72 eV

---

Entry 5:
This record from OMol25 describes one molecule with the formula C3H5NO2. The level of theory is wB97M-V/def2-TZVPD.

```
! wB97M-V def2-TZVPD RIJCOSX def2/J DEFGRID3
* xyz 0 1
O -1.3352 0.3042 -0.3449
O -1.6192 0.8466 1.8642
N 0.3418 -0.1090 1.0690
C -0.3028 -0.4864 -1.0466
C -0.9499 0.3931 0.9749
C 0.8820 0.0061 -0.2663
H -0.6322 -1.5203 -0.9299
H -0.1575 -0.2724 -2.1143
H 0.8767 1.0562 -0.5908
H 0.8807 0.1876 1.8684
H 1.8768 -0.4085 -0.4087
*
```

Computed properties:
* SMILES: O=C1NCCO1
* F_max: 0.95 eV/A
* energy above the lowest of the compared OMol25 structures with the same formula, charge and spin: 13.7 kcal per mole
* frontier orbital gap: 10.93 eV

---

Entry 6:
This record from OMol25 describes C31H20N5ReS3 as an isolated structure. The level of theory is wB97M-V/def2-TZVPD.

```
! wB97M-V def2-TZVPD RIJCOSX def2/J DEFGRID3
* xyz 2 1
Re 0.3864 0.8095 1.0807
S -2.2222 6.9751 -0.1942
S -1.1440 4.3177 0.4435
S 1.4072 2.7705 1.2578
N 0.0356 0.0864 2.8150
N 1.4116 -0.7475 0.4531
N 0.4148 6.3064 0.2708
N 7.9908 -1.7150 6.5818
N 1.2043 5.2881 0.6346
C 3.6645 -1.0157 0.5984
C 2.1618 7.8672 0.9678
C -4.2399 0.3531 -1.5707
C 5.5168 -2.2498 4.1657
C 4.3929 -2.0358 3.3942
C -0.5050 -0.3022 4.9589
C -3.4321 2.0101 0.5452
C 1.0649 7.6113 0.1610
C -2.9561 0.2385 -1.0887
C 3.2844 -1.2054 -0.7289
C 5.0944 -0.1817 5.3500
C 7.0532 -1.5386 5.9433
C 2.5176 -0.7631 1.3706
C 3.6039 -0.8965 3.5983
C -1.2492 0.9554 0.4911
C 1.2436 9.7704 -0.8260
C 1.1962 -0.4063 3.4745
C -0.9643 6.0388 0.1215
C 0.8544 -0.6387 4.7966
C 1.9196 -1.0219 -0.7978
C -2.5493 1.0707 -0.0275
C -4.7135 2.1108 0.0504
C 2.3964 -0.6754 2.7910
C 2.3272 10.0560 -0.0164
C 3.9530 0.0188 4.5950
C 0.5302 4.2009 0.7623
C 2.7903 9.0965 0.8749
C 5.8722 -1.3163 5.1367
C 0.6006 8.5405 -0.7489
C -0.9721 0.1430 3.7520
C -5.1078 1.2832 -1.0002
H 3.6410 9.3063 1.5088
H 6.1165 -3.1389 4.0268
H -1.9567 0.4921 3.4839
H -6.1166 1.3651 -1.3851
H -2.2647 -0.4760 -1.5169
H 3.9314 -1.4327 -1.5611
H 3.3559 0.9084 4.7514
H -1.0854 -0.3857 5.8639
H -3.0990 2.6474 1.3543
H 5.3879 0.5357 6.1038
H 2.8178 11.0176 -0.0826
H 1.2645 -1.0535 -1.6547
H 0.8859 10.5016 -1.5388
H 2.5260 7.1229 1.6617
H 1.5050 -1.0616 5.5472
H -0.2185 8.3191 -1.4121
H -5.4063 2.8266 0.4701
H 4.6726 -1.0561 0.9801
H 4.0905 -2.7880 2.6773
H -4.5713 -0.2737 -2.3869
*
```

Computed properties:
* F_max: 1.30 eV/A
* frontier orbital gap: 3.96 eV